Record 1
{"formula": "C8H9NO3", "method": "wB97M-V/def2-TZVPD", "elements": ["C", "C", "N", "C", "C", "C", "O", "C", "C", "O", "C", "O", "H", "H", "H", "H", "H", "H", "H", "H", "H"], "positions_angstrom": [[-2.487, 2.558, 0.988], [-1.320, 1.633, 0.598], [-0.349, 2.279, -0.267], [0.542, 1.295, -1.055], [0.805, 0.065, -0.861], [2.265, -0.308, -1.084], [2.649, -1.772, -1.702], [-0.030, -0.489, 0.131], [0.216, -1.913, 0.808], [0.936, -2.649, 0.324], [-1.186, 0.190, 0.607], [-2.150, -0.660, 1.268], [-3.574, 2.122, 0.640], [-2.486, 2.877, 2.087], [-2.019, 3.406, 0.375], [1.228, 1.968, -1.429], [2.847, -0.275, -0.193], [2.658, 0.485, -1.944], [2.460, -2.363, -1.019], [-0.202, -1.880, 2.030], [-2.782, 0.167, 1.419]], "largest_force_ev_per_a": 10.3, "smiles": "Cc1ncc(CO)c(C=O)c1O", "total_charge": 0, "e_homo_ev": -9.37}



Record 2
{"formula": "C8H9NO4", "method": "wB97M-V/def2-TZVPD", "elements": ["C", "C", "O", "C", "C", "C", "C", "C", "O", "C", "N", "O", "O", "H", "H", "H", "H", "H", "H", "H", "H", "H"], "positions_angstrom": [[-0.958, -1.667, 1.826], [-0.652, -0.385, 0.985], [-0.902, 0.817, 1.699], [-1.765, 0.503, 0.614], [-1.729, 1.228, -0.672], [-0.664, 1.203, -1.466], [0.544, 0.330, -1.175], [1.843, 0.925, -1.723], [0.305, -1.070, -1.174], [0.519, -0.411, 0.112], [1.809, -0.747, 0.776], [1.722, -0.658, 1.974], [2.707, -1.264, 0.099], [-1.767, -1.558, 2.547], [-0.070, -2.021, 2.307], [-1.438, -2.481, 1.198], [-2.782, 0.424, 0.983], [-2.533, 1.910, -1.005], [-0.764, 1.570, -2.480], [2.790, 0.309, -1.487], [2.049, 1.840, -1.200], [1.734, 1.203, -2.738]], "largest_force_ev_per_a": 3.7, "smiles": "C[C@]12O[C@H]1C=C[C@]1(C)O[C@]21[N+](=O)[O-]", "total_charge": 0, "e_homo_ev": -10.19}



Record 3
{"formula": "C8H9NOS", "method": "wB97M-V/def2-TZVPD", "elements": ["C", "C", "C", "C", "C", "C", "C", "C", "N", "O", "S", "H", "H", "H", "H", "H", "H", "H", "H", "H"], "positions_angstrom": [[3.238, -0.506, -0.173], [2.493, 0.352, -0.967], [2.496, -0.665, 0.978], [1.401, 0.752, -0.243], [-1.630, -0.252, -0.256], [-1.626, 0.648, 0.936], [0.291, 1.561, -0.683], [-2.792, -1.225, -0.182], [-1.133, -0.035, -1.371], [1.431, 0.120, 0.928], [-0.968, 2.252, 0.386], [4.155, -1.048, -0.353], [2.756, 0.554, -1.973], [2.637, -1.371, 1.792], [-2.534, 0.973, 1.424], [-1.150, 0.135, 1.794], [0.314, 2.044, -1.632], [-3.753, -0.647, -0.178], [-2.774, -1.649, 0.843], [-2.850, -1.993, -1.069]], "largest_force_ev_per_a": 3.5, "total_charge": 0, "e_homo_ev": [-7.63, -7.70]}



Record 4
{"formula": "C8H9NOS", "method": "wB97M-V/def2-TZVPD", "elements": ["C", "C", "S", "C", "C", "C", "C", "C", "C", "O", "N", "H", "H", "H", "H", "H", "H", "H", "H", "H"], "positions_angstrom": [[2.234, -0.144, 1.357], [2.732, 0.036, -0.153], [3.086, 1.837, -0.299], [1.648, -0.504, -1.085], [0.330, -0.084, -0.680], [-0.787, 0.114, -0.300], [-2.168, 0.206, -0.121], [-3.144, -0.811, -0.468], [-4.380, -0.245, -0.094], [-4.141, 0.943, 0.496], [-2.882, 1.248, 0.409], [3.006, 0.283, 1.962], [1.833, -1.094, 1.439], [1.331, 0.631, 1.459], [3.774, -0.375, -0.354], [2.153, 2.190, 0.427], [1.761, -1.596, -0.930], [1.891, -0.320, -2.048], [-2.861, -1.682, -0.944], [-5.417, -0.634, -0.073]], "largest_force_ev_per_a": 5.0, "smiles": "C[C@H](S)CC#Cc1ccon1", "total_charge": 0, "e_homo_ev": -9.10}



Please write out number 1 again, unchanged.
{"formula": "C8H9NO3", "method": "wB97M-V/def2-TZVPD", "elements": ["C", "C", "N", "C", "C", "C", "O", "C", "C", "O", "C", "O", "H", "H", "H", "H", "H", "H", "H", "H", "H"], "positions_angstrom": [[-2.487, 2.558, 0.988], [-1.320, 1.633, 0.598], [-0.349, 2.279, -0.267], [0.542, 1.295, -1.055], [0.805, 0.065, -0.861], [2.265, -0.308, -1.084], [2.649, -1.772, -1.702], [-0.030, -0.489, 0.131], [0.216, -1.913, 0.808], [0.936, -2.649, 0.324], [-1.186, 0.190, 0.607], [-2.150, -0.660, 1.268], [-3.574, 2.122, 0.640], [-2.486, 2.877, 2.087], [-2.019, 3.406, 0.375], [1.228, 1.968, -1.429], [2.847, -0.275, -0.193], [2.658, 0.485, -1.944], [2.460, -2.363, -1.019], [-0.202, -1.880, 2.030], [-2.782, 0.167, 1.419]], "largest_force_ev_per_a": 10.3, "smiles": "Cc1ncc(CO)c(C=O)c1O", "total_charge": 0, "e_homo_ev": -9.37}